C23H48NOP3RhSe as an isolated structure at a distorted geometry. Source: the OMol25 dataset; level of theory: ωB97M-V/def2-TZVPD.

Last column: Löwdin charge in e.
Positions of all 78 atoms, in Å:
1 Rh -1.09 0.86 -0.06  0.308
2 P -0.29 2.47 -1.30  0.652
3 P -1.06 1.98 1.95  0.703
4 P -3.26 0.88 -0.50  0.653
5 H -0.69 -6.40 -3.99  0.124
6 C -1.36 -5.81 -4.64  0.129
7 C -0.91 -4.75 -5.34  0.126
8 H 0.13 -4.40 -5.23  0.121
9 C 1.54 2.32 -1.30  -0.215
10 C -0.52 4.26 -0.88  -0.212
11 C -0.78 2.30 -3.03  -0.253
12 C -1.35 0.82 3.34  -0.243
13 C 0.50 2.74 2.49  -0.229
14 C -2.27 3.32 2.28  -0.230
15 C -3.67 -0.13 -1.95  -0.228
16 C -4.03 2.51 -0.83  -0.211
17 C -4.25 0.14 0.83  -0.230
18 H -2.38 -6.20 -4.74  0.120
19 H -1.54 -4.18 -6.03  0.123
20 H 1.82 1.32 -0.92  0.021
21 H 1.95 3.10 -0.63  0.061
22 H 1.91 2.46 -2.33  0.067
23 H 0.01 4.52 0.04  0.041
24 H -1.58 4.50 -0.76  0.042
25 H -0.11 4.89 -1.69  0.079
26 H -0.55 1.28 -3.34  0.052
27 H -0.20 3.01 -3.63  0.069
28 H -1.85 2.49 -3.16  0.038
29 H -1.39 1.32 4.31  0.075
30 H -0.53 0.09 3.36  0.029
31 H -2.29 0.27 3.19  0.035
32 H 0.44 3.08 3.53  0.076
33 H 0.78 3.58 1.86  0.037
34 H 1.28 1.97 2.43  0.015
35 H -2.15 3.74 3.29  0.075
36 H -3.30 2.98 2.20  0.035
37 H -2.13 4.15 1.58  0.037
38 H -4.73 -0.07 -2.21  0.075
39 H -3.40 -1.17 -1.74  0.030
40 H -3.08 0.22 -2.81  0.041
41 H -5.11 2.42 -1.03  0.079
42 H -3.56 2.97 -1.71  0.040
43 H -3.90 3.17 0.03  0.034
44 H -5.31 0.05 0.54  0.076
45 H -4.20 0.76 1.74  0.043
46 H -3.86 -0.86 1.04  0.039
47 C -1.09 -2.70 -0.38  -0.528
48 C -0.71 -2.91 -1.70  -0.098
49 C -1.57 -3.66 -2.49  -0.074
50 C -2.70 -4.31 -1.98  -0.028
51 C -3.02 -4.15 -0.62  -0.022
52 C -2.20 -3.34 0.17  -0.103
53 Se -0.07 -1.50 0.80  0.980
54 H 1.10 -1.22 -0.15  -0.049
55 H 0.22 -2.52 -2.12  0.120
56 H -1.28 -3.80 -3.52  0.055
57 H -3.29 -4.96 -2.63  0.119
58 H -3.88 -4.66 -0.19  0.136
59 H -2.41 -3.20 1.23  0.117
60 O 2.09 0.37 1.56  -0.130
61 C 3.30 0.06 1.46  -0.463
62 C 4.38 1.11 1.55  -0.100
63 C 5.15 1.01 2.87  -0.180
64 C 6.24 -0.05 2.82  -0.197
65 C 5.70 -1.48 2.71  -0.177
66 C 5.03 -1.79 1.36  -0.151
67 N 3.66 -1.23 1.26  0.080
68 H 5.06 1.01 0.70  0.131
69 H 3.89 2.08 1.48  0.115
70 H 5.62 1.98 3.09  0.123
71 H 4.45 0.79 3.69  0.127
72 H 6.91 0.14 1.96  0.127
73 H 6.83 -0.01 3.74  0.123
74 H 6.51 -2.21 2.80  0.123
75 H 4.97 -1.69 3.50  0.125
76 H 5.63 -1.39 0.51  0.128
77 H 4.94 -2.88 1.22  0.127
78 H 2.86 -1.82 1.04  0.094

The expectation value of S² is 6.0112. As for the multiplicity: 5. As for the HOMO energy (alpha / beta): -15.3 / -16.3 eV. Its net charge is +3. The electronic energy is -4570.17174 Ha.

C23H49N4P3SeTb as an isolated structure at a distorted geometry. Source: the OMol25 dataset; level of theory: ωB97M-V/def2-TZVPD.

Last column: Löwdin charge in e.
Positions of all 81 atoms, in Å:
1 Tb 1.00 -0.21 -0.46  0.838
2 P -1.15 -0.47 1.57  0.723
3 P 1.77 -2.85 -0.81  0.727
4 P -1.54 -0.72 -1.86  0.693
5 H -0.17 4.53 -0.69  0.040
6 C -1.17 4.19 -0.96  -0.082
7 C -1.95 3.79 0.05  -0.063
8 H -1.70 4.07 1.09  0.067
9 C -0.74 0.11 3.27  -0.269
10 C -1.39 -2.26 1.94  -0.253
11 C -2.91 0.05 1.58  -0.240
12 C 2.80 -2.92 -2.34  -0.251
13 C 2.89 -3.25 0.61  -0.247
14 C 0.54 -4.22 -0.94  -0.228
15 C -2.82 0.55 -2.21  -0.232
16 C -2.66 -2.13 -1.51  -0.249
17 C -1.11 -1.16 -3.58  -0.283
18 H -1.42 4.16 -2.02  0.060
19 H -2.84 3.18 -0.10  0.046
20 H -0.51 1.19 3.24  0.044
21 H 0.13 -0.44 3.67  0.050
22 H -1.61 -0.04 3.96  0.079
23 H -0.40 -2.74 2.06  0.038
24 H -1.93 -2.76 1.12  0.033
25 H -1.96 -2.35 2.87  0.078
26 H -2.97 1.14 1.52  0.047
27 H -3.36 -0.28 2.53  0.075
28 H -3.48 -0.39 0.75  0.025
29 H 3.31 -3.87 -2.51  0.078
30 H 3.55 -2.11 -2.34  0.041
31 H 2.18 -2.70 -3.23  0.046
32 H 3.29 -4.27 0.63  0.082
33 H 2.35 -3.07 1.56  0.046
34 H 3.74 -2.54 0.63  0.048
35 H 0.97 -5.23 -0.95  0.081
36 H -0.07 -4.10 -1.85  0.045
37 H -0.17 -4.16 -0.11  0.034
38 H -3.31 0.32 -3.16  0.071
39 H -2.35 1.54 -2.27  0.032
40 H -3.57 0.56 -1.41  0.048
41 H -3.30 -2.27 -2.39  0.077
42 H -3.30 -1.93 -0.64  0.036
43 H -2.08 -3.05 -1.34  0.029
44 H -2.06 -1.22 -4.13  0.065
45 H -0.59 -2.12 -3.62  0.046
46 H -0.46 -0.39 -4.02  0.007
47 C 1.96 2.33 -4.16  -0.361
48 C 1.50 3.62 -3.90  -0.107
49 C 1.65 4.66 -4.86  -0.030
50 C 2.22 4.39 -6.11  -0.024
51 C 2.69 3.10 -6.37  -0.028
52 C 2.51 2.07 -5.42  -0.105
53 Se 1.82 0.73 -2.73  0.820
54 H 0.78 1.52 -1.67  -0.062
55 H 1.00 3.84 -2.96  0.080
56 H 1.31 5.67 -4.63  0.127
57 H 2.29 5.17 -6.87  0.133
58 H 3.18 2.86 -7.31  0.129
59 H 2.80 1.04 -5.66  0.112
60 C 2.01 2.49 1.41  -0.135
61 N 2.44 1.11 0.94  -0.274
62 C 2.75 0.35 2.20  -0.176
63 N 3.80 0.98 3.01  -0.063
64 C 3.39 2.36 3.39  -0.125
65 N 3.08 3.19 2.19  -0.062
66 C 4.33 3.28 1.41  -0.128
67 N 4.79 1.95 0.95  -0.057
68 C 3.73 1.31 0.16  -0.207
69 C 5.01 1.11 2.17  -0.130
70 H 1.14 2.36 2.06  0.117
71 H 1.76 3.09 0.52  0.123
72 H 3.06 -0.68 1.95  0.110
73 H 1.82 0.32 2.80  0.092
74 H 4.23 2.81 3.92  0.143
75 H 2.50 2.32 4.03  0.139
76 H 4.19 3.95 0.55  0.140
77 H 5.11 3.69 2.07  0.143
78 H 4.08 0.33 -0.19  0.119
79 H 3.46 1.93 -0.71  0.086
80 H 5.79 1.58 2.78  0.144
81 H 5.35 0.11 1.85  0.136

The expectation value of S² is 12.1154. As for the multiplicity: 7. As for the HOMO energy (alpha / beta): -16.7 / -16.7 eV. Its net charge is +3. The electronic energy is -5373.64731 Ha.

C23H4BrCl60FN2O2S as an isolated structure at a distorted geometry. Source: the OMol25 dataset; level of theory: ωB97M-V/def2-TZVPD.

Last column: Löwdin charge in e.
Positions of all 94 atoms, in Å:
1 O 10.57 3.04 1.48  -0.330
2 S 10.25 2.40 0.15  0.819
3 O 11.01 3.03 -1.01  -0.372
4 F 10.69 0.76 0.15  -0.221
5 C 8.43 2.50 -0.26  -0.225
6 C 7.84 3.80 -0.87  -0.062
7 N 6.47 4.03 -1.20  0.055
8 C 5.72 2.84 -0.92  -0.280
9 C 4.14 2.87 -1.26  -0.125
10 C 3.20 1.64 -1.05  -0.115
11 C 3.81 0.28 -0.47  -0.580
12 Br 2.64 -1.31 -0.23  0.645
13 C 5.32 0.27 -0.11  -0.198
14 C 6.27 1.52 -0.33  -0.136
15 N 7.65 1.34 0.02  0.116
16 H 8.57 4.67 -1.07  0.135
17 H 3.64 3.83 -1.67  0.085
18 H 2.09 1.75 -1.33  -0.040
19 H 5.77 -0.69 0.34  0.028
20 C -1.13 1.44 0.40  -1.952
21 Cl -1.57 3.13 0.68  0.518
22 Cl -2.24 0.73 -0.80  0.494
23 Cl 0.53 1.35 -0.21  0.570
24 Cl -1.25 0.53 1.92  0.507
25 C 14.06 5.14 0.52  -1.996
26 Cl 12.47 5.72 -0.03  0.534
27 Cl 15.29 5.58 -0.68  0.509
28 Cl 14.45 5.90 2.08  0.491
29 Cl 14.02 3.38 0.71  0.541
30 C 6.16 -3.31 -1.88  -1.951
31 Cl 5.37 -3.58 -3.45  0.519
32 Cl 5.78 -4.65 -0.78  0.522
33 Cl 7.92 -3.20 -2.10  0.529
34 Cl 5.56 -1.78 -1.17  0.601
35 C -4.83 -1.41 -2.85  -1.995
36 Cl -5.04 -1.51 -1.09  0.472
37 Cl -3.61 -2.59 -3.37  0.510
38 Cl -6.37 -1.75 -3.65  0.504
39 Cl -4.29 0.23 -3.29  0.503
40 C -2.43 -3.28 3.46  -2.001
41 Cl -3.40 -2.83 4.88  0.483
42 Cl -3.35 -2.94 1.98  0.491
43 Cl -0.92 -2.34 3.45  0.499
44 Cl -2.04 -5.01 3.53  0.527
45 C -2.08 -6.54 -3.89  -2.029
46 Cl -3.76 -6.86 -4.40  0.514
47 Cl -1.52 -5.02 -4.62  0.495
48 Cl -2.02 -6.41 -2.12  0.512
49 Cl -1.04 -7.87 -4.43  0.519
50 C -6.60 1.17 2.04  -1.997
51 Cl -6.51 1.96 0.45  0.507
52 Cl -6.28 2.36 3.31  0.530
53 Cl -8.23 0.49 2.26  0.475
54 Cl -5.40 -0.13 2.12  0.479
55 C -0.91 5.17 -2.76  -2.018
56 Cl -2.10 3.94 -3.23  0.512
57 Cl -0.81 6.41 -4.03  0.527
58 Cl -1.40 5.92 -1.23  0.501
59 Cl 0.68 4.40 -2.56  0.511
60 C -10.85 -3.04 2.39  -1.990
61 Cl -11.28 -1.34 2.67  0.508
62 Cl -11.95 -3.75 1.19  0.507
63 Cl -9.18 -3.13 1.78  0.496
64 Cl -10.97 -3.95 3.92  0.509
65 C 5.14 5.29 2.12  -1.956
66 Cl 6.90 5.50 1.94  0.547
67 Cl 4.80 4.45 3.65  0.527
68 Cl 4.36 6.88 2.13  0.524
69 Cl 4.52 4.32 0.76  0.682
70 C -6.80 -4.42 6.75  -2.009
71 Cl -5.92 -5.78 6.02  0.519
72 Cl -8.31 -4.14 5.86  0.492
73 Cl -7.17 -4.80 8.45  0.522
74 Cl -5.79 -2.96 6.68  0.481
75 C -9.43 -4.22 -2.13  -1.981
76 Cl -10.58 -2.99 -2.68  0.515
77 Cl -8.85 -5.17 -3.52  0.519
78 Cl -8.05 -3.43 -1.34  0.473
79 Cl -10.23 -5.31 -0.97  0.457
80 C -13.33 -7.74 -2.84  -2.014
81 Cl -11.76 -6.93 -2.99  0.474
82 Cl -14.02 -7.39 -1.24  0.514
83 Cl -14.44 -7.15 -4.10  0.517
84 Cl -13.11 -9.49 -3.02  0.518
85 C -10.14 1.19 -1.71  -2.004
86 Cl -10.58 2.89 -1.43  0.528
87 Cl -11.25 0.48 -2.90  0.508
88 Cl -8.48 1.10 -2.33  0.493
89 Cl -10.26 0.29 -0.18  0.468
90 C 18.36 6.85 2.31  -2.022
91 Cl 17.20 8.08 1.76  0.497
92 Cl 18.92 5.90 0.91  0.509
93 Cl 19.74 7.64 3.08  0.514
94 Cl 17.56 5.76 3.47  0.497

As for the HOMO energy: -9.3 eV. Its net charge is 0. The electronic energy is -31821.87410 Ha.

A 3-piece molecular cluster, C23H50Br2N2O6P overall. Source: the OMol25 dataset; level of theory: ωB97M-V/def2-TZVPD.

Last column: Löwdin charge in e.
Positions of all 84 atoms, in Å:
1 C -4.45 -1.97 -1.59  -0.136
2 C -3.03 -1.66 -1.27  -0.766
3 Br -1.91 -1.80 -2.79  0.889
4 C -2.51 -1.33 -0.08  -0.774
5 Br -3.61 -1.31 1.46  0.862
6 P -0.79 -0.91 0.26  0.858
7 C 0.26 -2.35 -0.01  -0.219
8 C 1.72 -2.04 -0.40  -0.201
9 C 1.93 -1.78 -1.90  -0.169
10 C 2.95 -0.68 -2.15  -0.167
11 O 2.92 -0.25 -3.52  -0.038
12 C 1.95 0.66 -3.79  -0.348
13 O 2.02 1.82 -3.48  0.116
14 C -0.29 0.51 -0.70  -0.224
15 C -1.24 1.70 -0.44  -0.413
16 C -0.42 2.97 -0.15  -0.046
17 C -2.24 1.91 -1.60  -0.044
18 O -0.79 -0.41 1.75  -0.274
19 C 0.14 -0.93 2.74  -0.127
20 C 1.51 -0.27 2.69  -0.402
21 C 2.59 -1.21 3.24  -0.009
22 O 1.38 0.90 3.50  -0.023
23 H -5.12 -1.66 -0.79  0.051
24 H -4.73 -1.44 -2.50  0.085
25 H -4.56 -3.04 -1.81  0.101
26 H 0.25 -3.03 0.83  0.091
27 H -0.20 -2.90 -0.84  0.074
28 H 2.13 -1.20 0.17  0.080
29 H 2.31 -2.91 -0.11  0.127
30 H 0.98 -1.47 -2.36  0.056
31 H 2.23 -2.69 -2.42  0.133
32 H 2.77 0.19 -1.52  0.117
33 H 3.97 -1.04 -2.00  0.140
34 H 1.10 0.26 -4.35  0.146
35 H 0.71 0.75 -0.34  0.094
36 H -0.23 0.26 -1.76  0.057
37 H -1.82 1.51 0.47  0.114
38 H -0.18 3.05 0.91  0.084
39 H 0.50 2.98 -0.73  0.084
40 H -1.01 3.85 -0.41  0.080
41 H -1.97 2.80 -2.17  0.077
42 H -3.25 2.05 -1.21  0.088
43 H -2.26 1.06 -2.28  0.039
44 H 0.18 -2.01 2.70  0.101
45 H -0.26 -0.65 3.72  0.151
46 H 1.73 0.07 1.67  0.117
47 H 3.18 -1.69 2.46  0.081
48 H 2.13 -1.99 3.85  0.076
49 H 3.23 -0.64 3.91  0.092
50 H 2.03 1.55 3.24  0.105
51 C -0.76 -7.10 4.48  -0.063
52 C 0.18 -5.90 4.60  -0.435
53 C 0.50 -5.24 3.26  -0.230
54 O 1.44 -5.92 2.45  -0.192
55 C 0.92 -6.98 1.67  -0.097
56 N 1.37 -6.30 5.34  0.048
57 H -0.23 -7.98 4.11  0.069
58 H -1.16 -7.36 5.46  0.081
59 H -1.60 -6.89 3.81  0.078
60 H -0.34 -5.14 5.20  0.136
61 H 0.97 -4.27 3.48  0.099
62 H -0.42 -5.04 2.68  0.114
63 H -0.10 -6.76 1.33  0.089
64 H 0.91 -7.92 2.22  0.081
65 H 1.57 -7.10 0.81  0.088
66 H 1.95 -5.49 5.54  0.073
67 H 1.94 -6.89 4.74  0.075
68 C -0.35 8.00 -4.39  -0.067
69 C -1.47 7.44 -3.53  -0.434
70 C -1.27 7.65 -2.02  -0.208
71 O -0.32 6.79 -1.43  -0.204
72 C 1.03 7.20 -1.54  -0.104
73 N -1.68 6.03 -3.87  0.038
74 H 0.54 7.37 -4.36  0.065
75 H -0.67 8.06 -5.43  0.078
76 H -0.06 9.00 -4.06  0.080
77 H -2.39 7.97 -3.79  0.136
78 H -2.22 7.42 -1.52  0.120
79 H -1.03 8.69 -1.80  0.122
80 H 1.12 8.29 -1.50  0.092
81 H 1.49 6.84 -2.46  0.076
82 H 1.57 6.77 -0.70  0.085
83 H -2.50 5.68 -3.39  0.065
84 H -0.90 5.50 -3.49  0.062

As for the HOMO energy: -10.8 eV. Its net charge is +1. The electronic energy is -6956.40119 Ha.

A 2-piece molecular cluster, C23H50Cl4N2O5P2S2Si2 overall. Source: the OMol25 dataset; level of theory: ωB97M-V/def2-TZVPD.

Last column: Löwdin charge in e.
Positions of all 90 atoms, in Å:
1 H -8.22 -0.48 -2.90  0.045
2 N -7.21 -0.60 -2.96  0.096
3 C -6.60 0.45 -2.61  -0.344
4 C -5.11 0.52 -2.57  -0.286
5 Si -4.47 0.91 -0.87  0.521
6 O -4.81 -0.38 0.11  -0.381
7 Si -5.31 -0.52 1.67  0.312
8 C -3.87 -0.79 2.85  -0.273
9 C -2.48 -0.56 2.21  -0.314
10 C -1.51 0.08 3.19  -0.521
11 S 0.22 -0.14 2.76  0.963
12 C 0.53 1.16 1.63  -1.065
13 S -0.58 2.21 1.06  0.714
14 N 1.87 1.11 1.25  -0.198
15 C 2.18 1.73 -0.04  -0.212
16 C 1.47 1.02 -1.20  -0.191
17 C 2.30 0.88 -2.48  -0.196
18 C 2.08 -0.45 -3.22  -0.200
19 C 2.25 -1.70 -2.34  -0.217
20 C 0.96 -2.40 -1.93  -0.219
21 C 1.19 -3.74 -1.22  -0.256
22 C 0.92 -3.67 0.29  -0.115
23 C 2.86 1.25 2.36  -0.177
24 C 3.73 2.51 2.28  -0.180
25 C 5.12 2.37 1.65  -0.201
26 C 6.06 1.43 2.45  -0.193
27 C 6.47 0.10 1.81  -0.199
28 C 5.46 -0.68 0.97  -0.228
29 C 6.17 -1.59 -0.05  -0.265
30 C 6.63 -0.85 -1.30  -0.107
31 P -6.57 1.12 2.63  0.426
32 O -5.60 2.46 2.49  -0.450
33 Cl -7.85 1.50 1.05  0.161
34 P -6.69 -2.33 1.66  0.356
35 O -6.53 -3.15 0.44  -0.316
36 O -8.20 -1.83 1.92  -0.207
37 O -6.38 -3.04 3.07  -0.176
38 H -7.14 1.35 -2.29  0.102
39 H -4.71 -0.45 -2.88  0.090
40 H -4.77 1.30 -3.26  0.020
41 H -3.00 1.09 -0.88  -0.020
42 H -5.09 2.15 -0.36  -0.011
43 H -3.95 -1.81 3.24  0.073
44 H -3.99 -0.12 3.70  0.073
45 H -2.55 0.08 1.32  0.039
46 H -2.07 -1.51 1.86  0.105
47 H -1.68 1.15 3.29  0.051
48 H -1.60 -0.39 4.18  0.078
49 H 1.92 2.79 -0.02  0.103
50 H 3.26 1.66 -0.16  0.092
51 H 0.54 1.56 -1.43  0.086
52 H 1.17 0.04 -0.84  0.086
53 H 3.37 0.95 -2.23  0.097
54 H 2.10 1.71 -3.16  0.109
55 H 2.79 -0.48 -4.05  0.104
56 H 1.08 -0.46 -3.69  0.109
57 H 2.87 -2.43 -2.87  0.108
58 H 2.81 -1.41 -1.44  0.107
59 H 0.34 -2.54 -2.82  0.110
60 H 0.39 -1.75 -1.25  0.095
61 H 2.23 -4.05 -1.37  0.098
62 H 0.56 -4.52 -1.66  0.101
63 H -0.15 -3.57 0.49  0.068
64 H 1.41 -2.79 0.72  0.060
65 H 1.28 -4.55 0.82  0.067
66 H 3.49 0.36 2.42  0.103
67 H 2.28 1.28 3.28  0.081
68 H 3.17 3.33 1.83  0.113
69 H 3.91 2.82 3.32  0.115
70 H 5.56 3.37 1.64  0.108
71 H 5.08 2.06 0.61  0.091
72 H 5.62 1.25 3.44  0.107
73 H 6.98 1.98 2.65  0.104
74 H 6.79 -0.57 2.63  0.112
75 H 7.38 0.26 1.22  0.102
76 H 4.82 -1.30 1.61  0.108
77 H 4.78 -0.01 0.43  0.082
78 H 5.50 -2.40 -0.35  0.099
79 H 7.03 -2.04 0.44  0.107
80 H 7.13 -1.51 -2.01  0.071
81 H 5.77 -0.41 -1.82  0.061
82 H 7.32 -0.04 -1.06  0.068
83 H -4.68 2.29 2.28  0.031
84 H -8.67 -1.80 1.06  0.082
85 H -6.88 -3.87 3.17  0.093
86 Cl -2.42 3.08 -4.99  0.526
87 C -4.05 3.69 -5.24  -1.553
88 Cl -5.06 2.48 -6.01  0.538
89 Cl -4.76 4.22 -3.71  0.532
90 H -3.99 4.55 -5.89  0.009

The SMILES is [H]/N=C/C[SiH2]O[Si@@](CCCSC(=S)N(CCCCCCCC)CCCCCCCC)(P(O)Cl)P(=O)(O)O.ClC(Cl)Cl. As for the HOMO energy: -8.7 eV. Its net charge is 0. The electronic energy is -5291.12605 Ha.